ORCA calculation (wB97M-V/def2-TZVPD) on C12H15BCl2MgN6O2 as an isolated structure at a distorted geometry.

electronic energy: -2090.768530 Ha
maximum force: 7.6 eV/Å
LUMO level: 0.05 eV
multiplicity: 1
net charge: 0
HOMO: -8.8 eV

Element x y z (Å)
H (-0.37203, 2.76849, 1.82522)
N (-0.09562, 1.62017, 0.06897)
B (0.48190, 0.76568, -2.22768)
N (0.37937, 1.91827, -1.18639)
C (0.65123, 3.23229, -1.27441)
Mg (-0.71828, -0.48160, 0.63405)
H (1.02431, 3.64389, -2.20106)
C (0.36199, 3.81124, -0.03783)
H (0.46017, 4.84100, 0.24128)
C (-0.08766, 2.75431, 0.78129)
H (0.84584, 1.16232, -3.29231)
C (-1.76157, -1.99244, 1.52257)
H (-1.98637, -2.21965, 2.57128)
H (-0.73977, -2.37527, 1.34023)
H (-2.47671, -2.51468, 0.88006)
N (-0.93276, 0.14135, -2.26252)
N (1.40831, -0.34275, -1.65623)
N (-1.52438, -0.38476, -1.09911)
N (1.08421, -0.98204, -0.46691)
C (-1.77431, 0.04306, -3.29971)
C (2.54865, -0.85030, -2.15095)
H (-1.46657, 0.40956, -4.26974)
H (2.94644, -0.46802, -3.08074)
C (-2.94975, -0.55818, -2.85298)
C (2.99781, -1.83752, -1.27767)
C (-2.75504, -0.81586, -1.48480)
C (2.05567, -1.87296, -0.22921)
H (-3.82340, -0.77731, -3.43567)
H (3.87655, -2.44388, -1.36765)
H (-3.42915, -1.28497, -0.78218)
H (2.07068, -2.45861, 0.67885)
H (-1.95924, -0.80526, 1.44663)
Cl (0.81348, 1.57810, 4.92989)
C (0.90061, -0.15830, 4.59870)
Cl (-0.47860, -1.07442, 5.25145)
C (0.88539, -0.41061, 3.06306)
O (1.69723, -1.27045, 2.67018)
O (0.01605, 0.24906, 2.41152)
H (1.82528, -0.55893, 5.02051)